Record 1
Here is a molecular structure, C29H37N3OSeSiZn in a non-equilibrium geometry from the Open Molecules 2025 dataset. Energies are from the ωB97M-V functional and the def2-TZVPD basis.

XYZ file:
```
73
Properties=species:S:1:pos:R:3:forces:R:3:lowdin_charge:R:1
C 1.57186 -0.28064 -1.70957 -0.3 -0.6 -0.5 -0.19
H -2.45646 2.31619 -5.39131 -0.1 0.0 -0.1 0.08
H 1.46459 3.03786 -1.27461 0.0 0.0 -0.1 0.13
C 1.49567 0.89142 3.40931 0.0 -0.3 -0.4 -0.24
Si 0.90446 0.33653 1.69335 -0.4 0.7 0.1 0.66
C 3.21289 2.13961 -2.20179 -0.1 0.0 0.1 -0.16
H -3.78920 -4.88853 1.76874 0.0 -0.1 0.0 0.11
H -2.17928 0.62206 -4.92837 0.0 0.0 -0.1 0.06
H 3.34399 2.83258 -3.03271 0.0 0.1 0.0 0.11
O -1.26723 1.13076 -2.52128 0.5 0.0 0.3 -0.47
C 2.46737 -0.13790 -2.94165 0.2 0.0 0.2 -0.17
H -2.36408 4.13529 -3.48791 -0.1 0.2 0.0 0.08
H -1.56716 0.72282 1.85609 -0.3 -0.2 0.1 -0.03
H 0.59565 -0.67989 -2.02773 0.4 0.0 0.1 0.04
H -4.10524 -2.70751 2.82807 -0.1 0.1 0.1 0.11
H 1.53065 -1.07417 4.23561 0.0 -0.2 0.1 0.09
H 2.12841 2.07651 7.04720 0.0 0.0 0.1 0.10
C -3.50160 -4.00225 1.22370 0.2 -0.5 -0.6 -0.10
C -3.55039 1.78136 -2.86881 0.4 -0.1 -0.1 -0.05
H 1.92800 -0.33256 6.54219 0.0 -0.1 0.1 0.10
C 0.69757 -4.35767 1.76809 0.0 0.0 0.0 -0.08
H 2.30488 2.03591 0.55496 0.0 0.1 0.1 0.09
C 1.72896 2.12227 -1.81246 0.1 0.3 -0.2 -0.21
H 4.22366 0.26786 -1.78319 0.1 0.0 0.0 0.10
H 1.91534 0.30332 -3.77076 -0.1 0.0 -0.1 0.11
H -1.70938 3.62692 -1.91595 -0.1 0.1 0.0 0.07
C -0.31251 -3.59080 2.32144 -0.1 -0.2 0.1 -0.09
C 3.67594 0.73255 -2.60704 0.0 -0.1 -0.2 -0.18
C 0.83377 -1.55875 1.69384 0.0 0.5 -0.1 -0.25
C 1.86587 -2.34767 1.19488 0.1 0.2 0.0 -0.11
C -0.73808 1.19702 1.34764 0.6 -0.4 -0.5 -0.29
C 1.63948 2.24288 3.71112 0.0 0.0 -0.1 -0.11
H -2.85664 -5.06952 -0.51590 0.0 -0.1 -0.1 0.11
C -2.08137 1.98783 -3.26575 -0.3 0.5 -0.2 -0.75
C -1.87700 1.65341 -4.75280 -0.1 0.1 0.5 -0.03
H -0.67338 3.63247 -3.34753 0.1 0.0 0.0 0.07
H 0.62593 -5.43601 1.77509 0.0 -0.1 0.0 0.10
C -2.99090 -4.11365 -0.03574 -0.3 -0.5 0.5 -0.02
Zn -0.96414 1.09644 -0.64209 0.1 0.2 0.6 0.70
H -0.69770 2.21947 1.70922 0.2 0.2 0.1 -0.02
H 3.81096 2.50424 -1.36409 0.0 0.1 -0.1 0.10
H 2.74848 -1.86853 0.79633 0.1 0.0 -0.1 0.09
Se -1.89434 -1.19745 -2.41553 0.0 -0.7 -0.8 1.26
H 1.96695 3.72645 5.22002 0.0 0.1 0.0 0.10
H -1.03280 -1.62899 2.73198 -0.2 0.1 0.0 0.10
C -3.68384 -2.74278 1.83543 0.1 0.7 0.0 -0.08
H 2.78947 -1.12891 -3.25856 0.0 -0.1 0.0 0.12
C 2.06741 0.99838 0.31055 -0.2 -0.3 0.5 -0.22
H 1.54957 2.97562 2.92252 0.0 0.2 -0.1 0.10
H -3.64904 1.93191 -1.79432 -0.1 0.0 0.1 0.08
N -2.21300 -2.87028 -1.98777 0.0 -0.8 0.0 -0.21
C 1.96847 1.74673 6.03048 0.1 0.0 0.1 -0.10
C 1.62623 -0.02078 4.45046 0.0 -0.1 -0.1 -0.10
C -1.68455 3.44698 -2.99274 0.0 -0.4 0.0 -0.04
H -3.83894 0.75516 -3.09797 -0.2 0.0 0.0 0.05
H -0.82282 1.75041 -5.00108 0.1 0.0 -0.1 0.08
C -2.64034 -2.94099 -0.73730 0.1 0.7 -0.3 -0.38
C -0.24567 -2.21124 2.27790 -0.1 0.1 0.1 -0.11
C 1.87559 2.67092 5.00285 0.0 0.2 0.1 -0.09
N 1.36538 0.97911 -0.98032 -0.1 0.0 0.0 -0.26
C -2.76729 -1.66075 -0.08396 0.3 -0.1 -0.7 -0.35
H -3.48236 -0.62229 1.66590 0.0 0.1 0.1 0.11
H 1.10416 2.07303 -2.70257 -0.1 0.1 0.0 0.10
H -4.21247 2.46651 -3.39319 -0.1 0.1 -0.1 0.08
N -2.36850 -0.62822 -0.82052 -0.4 0.3 0.7 -0.23
C 1.80037 -3.72906 1.21743 0.1 -0.1 0.0 -0.08
H -1.15560 -4.07361 2.79026 -0.1 0.0 0.0 0.10
C -3.32325 -1.58656 1.20896 -0.3 -0.1 0.6 -0.04
C 1.85616 0.39652 5.74799 0.0 0.0 0.2 -0.09
H 2.61708 -4.31351 0.81826 0.0 0.0 -0.1 0.10
H 3.02838 0.47386 0.25326 0.0 0.0 0.0 0.09
H 4.35451 0.78085 -3.46308 0.0 0.0 0.1 0.11
H 2.01246 -1.01656 -1.03319 -0.1 0.1 -0.1 0.10
```
Positions in Å, forces in eV/Å.

orbital gap: 7.43 eV
total charge: 0
LUMO energy: -0.710 eV

Record 2
Here is a molecular structure, C29H37N5NiS in a non-equilibrium geometry from the Open Molecules 2025 dataset. Energies are from the ωB97M-V functional and the def2-TZVPD basis.

XYZ file:
```
73
Properties=species:S:1:pos:R:3:forces:R:3:lowdin_spin:R:1
C 3.38636 -2.34687 0.07984 -0.3 -0.2 -0.6 0.01
C -0.23136 0.35663 -2.93899 -0.3 -0.7 -1.9 0.19
H -2.71332 0.69597 -1.01180 -0.1 -0.1 0.1 0.00
H -2.70090 5.12782 -2.71544 0.2 -0.3 -0.1 0.00
H -4.53475 4.29792 -4.00147 0.0 -0.1 0.0 0.00
H 3.75168 2.15079 -0.14248 -0.1 0.1 0.1 0.00
C -0.30423 -0.54187 2.44885 -1.2 0.7 -0.1 0.01
C 0.78410 1.01689 -0.97385 1.3 -0.3 3.4 0.21
C -2.95171 0.02074 -0.18066 -0.1 0.1 -0.5 0.00
C -1.24645 -1.04661 1.47807 -0.7 1.1 0.0 0.00
H -2.98955 2.74811 1.64500 0.1 -0.1 0.0 0.00
H 0.61156 0.34625 -3.65548 -0.2 0.0 0.4 0.01
H -0.27828 4.73653 -0.26661 0.1 0.1 -0.3 0.00
C 1.80884 -5.31749 2.72487 -0.1 0.1 -0.4 0.06
C -0.35797 2.71155 -2.21691 0.4 0.1 1.0 0.05
C -1.97146 2.63240 1.24482 0.1 0.3 -0.3 0.00
C 0.14722 1.79630 3.51337 0.2 0.1 0.2 0.00
H -0.86016 -0.52088 -3.06236 -0.2 -0.1 -0.2 0.02
H 2.92031 -5.14748 -1.81646 0.0 0.2 0.2 0.00
H 3.36283 -5.90034 3.94004 0.0 -0.2 0.1 0.14
C 3.66161 -3.60423 -0.45148 -0.1 0.5 -0.3 0.01
C -4.12710 3.30008 -4.19305 -0.2 0.0 -0.1 0.01
C -1.41679 1.27322 1.49161 0.4 -0.6 0.9 -0.01
H 1.17817 -6.67094 4.13642 0.1 -0.1 -0.1 0.12
H 2.09725 4.00345 -1.22138 0.0 -0.2 0.1 0.00
H -2.67000 1.03537 -4.05623 0.1 0.2 0.1 0.00
S 1.35429 -4.38382 1.40038 0.1 -0.9 1.1 0.33
H 0.35727 0.20647 -1.79525 -0.9 -0.1 -1.3 0.05
H -1.62261 -2.66596 0.13704 0.0 -0.1 0.2 0.00
H -4.86530 2.55518 -3.86324 0.1 0.2 0.0 0.00
H 1.46473 -0.78939 3.60826 -0.1 -0.2 0.0 0.00
N 2.98681 -5.14613 3.38166 -0.3 0.3 -0.2 0.09
N 1.03958 -6.32572 3.19509 -0.1 0.2 0.0 0.09
C -1.57908 -2.46701 1.21634 0.2 -0.4 -0.2 0.01
N 0.73039 2.32082 -1.41166 -0.4 1.4 -0.7 0.04
C 0.57255 -1.36220 3.32688 0.2 -0.3 0.0 0.01
C 1.98038 -0.31879 0.33890 0.3 -0.7 0.1 0.02
C -0.47932 0.89131 2.51858 -0.8 -0.2 -0.1 0.01
H 0.11992 -6.41812 2.78523 0.1 0.0 0.0 0.05
C -0.96497 3.97550 -2.14472 -0.4 -0.4 -0.5 0.01
H 2.64846 -0.20160 1.19578 0.2 -0.1 -0.1 0.00
C 2.79730 -4.14160 -1.41389 0.1 0.5 -0.3 0.01
H -0.81969 -3.12948 1.64783 -0.3 0.1 -0.2 0.00
H -2.02476 2.84373 0.16865 0.0 0.0 0.1 0.00
H 1.08590 -3.68518 -2.67156 0.2 0.2 0.2 0.00
H -0.35591 1.74038 4.48576 0.0 0.0 0.1 0.00
H 3.63334 -4.46918 3.00692 -0.1 -0.1 -0.1 0.03
H -4.02666 3.17777 -5.28083 0.0 0.1 0.1 0.00
H -3.05369 -0.98912 -0.59065 0.0 0.1 0.0 0.00
H 0.09662 2.83511 3.17630 0.2 0.0 0.1 0.00
H 4.53601 -4.15095 -0.10806 -0.2 -0.1 0.0 0.01
C -2.19400 4.15877 -2.79567 0.3 -0.1 0.0 0.02
H 4.02273 -1.86836 0.82658 -0.1 -0.4 -0.1 0.00
C -2.80711 3.11282 -3.49527 0.1 -0.3 0.1 0.04
Ni 0.22395 0.31950 0.70734 -0.3 -0.6 -1.2 0.10
N 1.54450 -2.09639 -1.41768 -0.7 0.4 0.7 0.00
H 0.06717 -1.68322 4.25035 0.1 0.1 -0.1 0.00
H 0.89197 -2.26889 2.79132 0.0 0.3 0.3 0.00
H -3.93522 0.32102 0.20774 0.1 0.0 0.1 0.00
C -0.94887 1.63918 -2.91631 -0.5 -0.2 -0.5 0.07
H -2.55504 -2.73780 1.64873 0.1 0.0 0.0 0.00
H 1.19398 1.51761 3.67117 0.0 0.2 0.0 0.00
C 1.89502 2.96899 -0.98654 0.6 -0.1 0.0 0.03
N 2.12478 0.76677 -0.60457 0.6 2.1 -1.3 0.08
C -0.37420 5.06517 -1.31265 -0.1 0.4 0.3 0.00
H 0.61399 5.38629 -1.67310 -0.3 0.0 0.1 0.00
C -1.88854 0.07386 0.85657 0.4 -0.9 1.1 0.01
C -2.18277 1.86172 -3.53362 0.1 0.4 0.2 0.01
C 2.24507 -1.63569 -0.36305 1.4 -0.4 0.2 0.01
H -1.04938 5.92903 -1.33847 0.2 0.0 0.1 0.00
C 1.76285 -3.32368 -1.88955 0.8 -0.1 0.7 0.01
C 2.72051 2.03741 -0.44406 -0.1 -0.6 -0.6 0.00
H -1.33887 3.40056 1.70273 -0.1 0.0 -0.1 0.00
```
Positions in Å, forces in eV/Å.

<S²>: 2.026
spin multiplicity: 3
orbital gap (spin up / spin down): 2.18 / 4.99 eV
total charge: -2
LUMO energy (spin up / spin down): 4.402 / 4.387 eV
relative energy (zero: lowest compared OMol25 entry of this formula, charge and spin): 50.47 kcal/mol

Record 3
Here is 2 unconnected molecules or ions with the total composition C29H37N6O in a non-equilibrium geometry from the Open Molecules 2025 dataset. Energies are from the ωB97M-V functional and the def2-TZVPD basis.

XYZ file:
```
73
Properties=species:S:1:pos:R:3:forces:R:3:lowdin_charge:R:1
H 0.28851 7.29909 -1.74602 0.1 0.0 0.2 0.12
H -1.56150 3.13869 -2.20159 0.1 -0.1 0.0 0.09
C 1.61961 -3.10021 0.56121 0.0 0.2 0.1 0.02
O -2.50943 -3.64450 2.34569 1.3 0.7 -1.4 0.10
H -2.63737 -1.90051 0.14127 0.5 0.0 0.2 0.17
H -0.70284 -0.92212 4.60978 -0.2 0.0 0.4 0.10
C 2.45609 -0.54271 -3.71565 1.1 -0.3 -0.7 -0.20
H -1.00773 -5.50124 2.44771 0.1 0.2 -0.2 0.10
H 1.55885 -2.53081 1.49997 0.1 -0.2 -0.2 0.11
H -0.29929 -6.04731 0.90462 -0.1 0.1 0.2 0.10
H 3.02447 6.82426 -0.12232 0.0 -0.2 -0.2 0.09
N 1.52500 5.72350 -1.09646 0.2 -0.6 -0.1 -0.13
C 1.31164 -0.33513 -2.86922 -0.8 -0.6 0.9 0.06
N 1.95911 3.34158 -1.44360 0.1 0.7 0.1 0.10
C -0.80155 5.56976 -1.01940 -0.6 0.0 0.0 -0.13
C 4.71627 -0.91038 -5.40181 -0.5 0.3 0.2 -0.04
H -5.50132 -0.51376 6.08243 0.3 -0.1 0.2 0.11
C 0.19780 -3.35649 0.04232 0.3 -0.7 0.5 -0.46
H -4.50558 -0.41469 1.18540 -0.1 0.0 0.4 0.13
C -3.41560 -0.74048 6.74441 -0.5 0.1 -0.6 -0.08
C 3.92567 0.24628 -5.51752 0.1 -0.3 0.1 -0.05
N -0.54438 -2.09515 -0.15833 0.5 1.8 -1.7 0.05
H -0.91623 -4.45213 -1.43924 0.3 -0.1 0.0 0.11
H -0.87796 -0.29220 -1.12355 0.2 -0.2 0.1 0.15
H -1.39719 5.58475 -0.09810 -0.1 0.0 -0.1 0.12
H 3.57510 5.51558 -1.21281 0.1 0.3 0.0 0.08
C -1.59942 -0.74085 1.67929 0.4 0.2 -0.3 -0.08
H -0.68679 -0.84442 2.29228 -0.2 0.1 -0.3 0.13
H 4.18082 1.00739 -6.25810 -0.1 -0.3 0.3 0.12
C 0.13866 -4.25486 -1.20149 -0.2 0.1 0.0 0.02
N -4.89657 -0.46697 3.32238 0.0 0.1 0.0 0.08
C -1.70127 -1.95475 0.73157 -0.7 -0.1 0.3 -0.14
H 2.93862 3.63356 -1.43355 -0.3 -0.3 0.0 0.02
C 2.83916 6.31027 -1.07828 -0.1 0.0 0.0 -0.04
H 2.20312 1.32488 -4.77186 0.3 -0.2 0.0 0.12
H 0.74299 0.58693 -3.00825 0.2 -0.1 0.1 0.12
H -5.90650 -0.37446 3.31823 0.5 0.0 0.0 0.16
H -1.51120 2.90769 -0.44333 0.1 -0.1 -0.1 0.09
H -0.18032 2.25829 -1.46045 -0.1 0.2 0.0 0.04
C -2.77558 -0.61988 2.57817 -1.2 0.2 0.1 -0.19
C -4.45119 -0.60096 5.80560 0.4 0.0 0.4 -0.02
C 0.88870 -1.25540 -1.91748 1.2 0.1 -1.1 -0.06
C -1.68700 -3.27232 1.51010 -1.0 -0.7 0.9 -0.37
C -0.21202 -1.15776 -1.07156 -1.0 -1.0 1.5 0.04
C -0.89026 3.07951 -1.33353 -0.2 0.2 0.0 -0.06
C 2.81987 0.42679 -4.69104 -0.3 -0.2 0.4 0.00
C -4.10115 -0.56802 4.46022 0.5 -0.1 -0.6 -0.20
H 0.72826 -5.25748 2.11857 -0.2 0.0 0.0 0.10
H -1.46043 5.79375 -1.86828 0.0 0.0 0.1 0.12
C -2.07639 -0.85383 6.32665 0.3 0.0 -0.6 -0.09
H 0.36312 7.07793 0.01975 0.1 0.0 -0.2 0.13
C 4.38133 -1.88370 -4.45067 -0.3 0.1 0.2 -0.06
H -1.49212 0.16722 1.05593 0.1 -0.3 0.2 0.12
H 4.98692 -2.78715 -4.34840 -0.2 0.3 -0.1 0.12
H -1.29232 -0.96228 7.07761 -0.2 0.0 -0.2 0.10
H 2.21503 -2.51969 -0.14383 0.1 -0.2 0.2 0.07
C 3.27270 -1.71054 -3.62471 -0.1 0.4 -0.1 -0.01
C 1.20893 4.38104 -1.25742 0.2 0.2 0.0 -0.44
H 3.03769 -2.48680 -2.89445 0.2 0.2 -0.3 0.10
H -3.65014 -0.76197 7.80949 0.1 0.0 -0.3 0.10
H 2.94857 7.05235 -1.88427 0.0 -0.2 0.1 0.09
C -0.27363 -5.26620 1.67359 0.4 -0.3 -0.1 0.00
H 0.59701 -3.78426 -2.07128 0.0 -0.2 0.1 0.07
H 5.58478 -1.05358 -6.04578 -0.3 0.1 0.2 0.12
C -2.74732 -0.66818 4.02591 -0.9 -0.1 -0.4 -0.13
C -1.73053 -0.82647 4.96715 -0.2 0.0 0.5 -0.03
C -4.10053 -0.48142 2.19216 1.0 -0.2 0.8 -0.04
C 0.35814 6.55140 -0.94420 0.0 0.5 0.1 -0.13
H 0.65283 -5.20096 -0.99737 -0.1 0.2 -0.1 0.10
N -0.15899 4.30249 -1.19408 0.4 -0.5 -0.1 -0.14
H 2.12255 -4.05659 0.74528 -0.1 0.2 0.0 0.10
H 1.48058 -2.15916 -1.82209 -0.2 0.5 -0.1 0.05
N -0.58884 -3.97423 1.10662 -0.5 0.4 0.2 -0.04
```
Positions in Å, forces in eV/Å.

orbital gap: 5.15 eV
total charge: +1
LUMO energy: -4.592 eV
relative energy (zero: lowest compared OMol25 entry of this formula, charge and spin): 5.35 kcal/mol

The highest total charge belongs to which entry?
C29H37N6O